[1]
17
Properties=species:S:1:pos:R:3:forces:R:3:mulliken_charge:R:1 method="wB97M-V/def2-TZVPD" smiles=CCNCCS lumo_ev=0.96 charge=0 homo_ha=-0.31098 orbital_gap_ev=9.4235 multiplicity=1
C 1.45213 -1.31169 0.22107 0.0 0.7 0.7 -0.944
C 1.48872 0.15889 -0.20212 1.4 -0.3 -0.5 -0.542
N 0.31282 0.66990 -0.83865 -0.9 0.8 0.1 -0.186
C -0.79698 1.31073 -0.08600 1.0 0.8 -1.2 -0.704
C -1.70611 0.41235 0.70298 -0.3 0.1 0.1 -0.505
S -2.46739 -0.77850 -0.39816 -0.9 -0.4 -0.1 -0.190
H 0.64181 -1.44903 0.94496 0.3 -0.4 0.1 0.218
H 1.26888 -1.93190 -0.64356 -0.1 -0.3 -0.3 0.250
H 2.44454 -1.55713 0.63060 -0.5 -0.2 0.1 0.371
H 1.90463 0.79759 0.61518 -0.8 -0.2 -0.5 0.292
H 2.28265 0.16351 -0.97906 -0.2 0.4 0.3 0.308
H 0.11682 0.19035 -1.72749 -0.3 0.6 1.0 0.295
H -1.43259 1.85217 -0.81708 0.4 -0.3 0.2 0.345
H -0.38309 2.12276 0.55274 0.0 -0.6 -0.2 0.272
H -1.18133 -0.09745 1.49585 0.1 -0.2 0.4 0.289
H -2.53734 0.99697 1.13984 0.4 -0.3 -0.1 0.357
H -1.40817 -1.54951 -0.61109 0.3 -0.1 0.0 0.074

[2]
10
Properties=species:S:1:pos:R:3:forces:R:3:mulliken_charge:R:1 method="wB97M-V/def2-TZVPD" lumo_ev=-0.54 charge=0 homo_ha=-0.38985 orbital_gap_ev=10.0727 multiplicity=1
N 1.19798 0.44779 -0.68306 -0.4 0.2 -0.2 -0.514
C -0.03046 0.77839 -0.60454 0.3 0.1 -0.5 -0.397
C -1.07345 -0.20181 -0.47623 -0.4 -0.3 -0.3 -0.313
C -1.99986 -0.97268 -0.47389 0.4 0.3 0.0 0.310
C 0.53689 -0.05422 2.15332 1.0 -1.2 -0.1 -0.065
N 1.22141 -0.75860 1.48906 -0.5 1.0 -0.3 -0.416
H 1.45132 -0.60122 0.38260 -0.2 -0.4 1.6 0.458
H 1.85734 1.22266 -0.68191 -0.3 0.1 -0.3 0.233
H -0.35500 1.81665 -0.62313 0.0 0.0 0.0 0.311
H -2.80617 -1.67695 -0.48222 0.2 0.2 0.1 0.392

[3]
68
Properties=species:S:1:pos:R:3:forces:R:3:mulliken_charge:R:1 method="wB97M-V/def2-TZVPD" smiles="CCOC(=O)C1CCN(C(=O)Nc2ccc(NC(=O)C3CCN(C(=O)OCC)CC3)cc2)CC1" lumo_ev=0.66 charge=0 homo_ha=-0.28519 orbital_gap_ev=8.4249 multiplicity=1
C -4.29308 3.84723 -0.68811 -0.2 -0.3 0.2 -1.239
C -4.34698 2.76436 0.37839 0.6 0.2 -0.2 -0.053
O -5.62195 2.11502 0.40704 -0.3 0.1 0.2 -0.258
C -5.84253 1.16439 -0.48800 -0.5 -0.2 -0.3 0.415
O -5.06645 0.85219 -1.36009 0.2 0.2 -0.1 -0.618
C -7.21393 0.51664 -0.31720 0.0 0.0 0.0 0.078
C -7.16923 -0.89356 -0.91522 0.1 0.1 0.0 -0.896
C -6.45736 -1.82686 0.08770 -0.1 -0.2 -0.2 -0.863
N -5.70900 -1.06415 1.05645 -0.1 0.0 0.1 0.074
C -4.36294 -0.81414 1.04634 0.0 -0.3 0.0 0.330
O -3.82063 -0.22945 1.96235 0.3 0.2 0.2 -0.670
N -3.69983 -1.30315 -0.06323 -0.3 -0.2 -0.2 0.034
C -2.31546 -1.24462 -0.24074 0.4 0.0 0.1 0.494
C -1.42310 -1.34703 0.82226 -0.2 0.0 -0.1 -0.618
C -0.06035 -1.34519 0.59843 0.2 0.0 0.0 -0.660
C 0.43926 -1.24972 -0.69612 -0.3 0.0 0.1 0.829
N 1.81028 -1.25124 -0.99393 -0.1 0.1 -0.4 -0.081
C 2.87187 -1.42178 -0.16073 0.4 -0.1 -0.6 0.249
O 2.78364 -1.62398 1.03007 -0.1 -0.1 0.3 -0.661
C 4.20581 -1.33962 -0.91198 0.2 -0.1 0.0 0.020
C 4.48351 0.10108 -1.37028 0.0 0.1 0.2 -0.757
C 4.79845 0.99434 -0.16962 0.0 0.3 -0.3 -1.100
N 5.91943 0.45468 0.56391 -0.1 -0.1 0.1 0.080
C 7.12765 1.04828 0.46965 0.1 0.0 0.2 0.806
O 7.32388 2.10523 -0.08778 0.2 0.3 -0.2 -0.661
O 8.09453 0.34571 1.11159 -0.3 -0.1 -0.1 -0.405
C 9.39692 0.92078 1.08368 0.4 0.3 -0.2 -0.286
C 10.12577 0.60286 -0.21491 -0.3 0.0 0.3 -1.116
C 5.68933 -0.87180 1.08900 0.1 -0.4 0.2 -0.747
C 5.36798 -1.84433 -0.04858 -0.3 0.1 0.2 -1.121
C -0.45323 -1.14428 -1.76055 0.1 0.0 0.1 -0.848
C -1.81361 -1.14182 -1.53635 -0.1 0.0 0.2 -0.782
C -6.55196 -0.30867 1.95757 0.0 0.2 0.4 -0.944
C -7.62772 0.44905 1.15501 0.0 0.0 -0.1 -0.888
H -4.40252 3.40467 -1.67519 0.0 0.0 -0.1 0.296
H -5.09062 4.57033 -0.53306 0.0 0.1 0.0 0.299
H -3.33597 4.35764 -0.63622 0.1 0.1 0.0 0.411
H -4.22848 3.18350 1.37878 0.0 -0.1 -0.1 0.384
H -3.57104 2.01265 0.20454 -0.1 0.1 0.1 0.192
H -7.92328 1.13542 -0.87666 0.1 0.0 0.0 0.532
H -6.63137 -0.85313 -1.86342 -0.1 0.0 0.0 0.351
H -8.17912 -1.25266 -1.11164 0.0 0.0 0.0 0.472
H -7.20396 -2.39877 0.65045 0.1 0.0 -0.1 0.393
H -5.80740 -2.54350 -0.41426 -0.1 0.0 0.1 0.376
H -4.21668 -1.26277 -0.93111 0.0 0.0 0.2 0.188
H -1.80066 -1.41459 1.82837 0.0 0.0 0.1 0.450
H 0.62134 -1.42728 1.42752 0.0 0.0 0.0 0.496
H 2.01444 -1.13133 -1.97667 0.1 0.0 0.2 0.196
H 4.12276 -1.98419 -1.79641 0.0 0.1 0.1 0.467
H 3.63046 0.51237 -1.91320 0.0 0.0 -0.1 0.474
H 5.34564 0.09985 -2.04123 0.0 0.0 0.0 0.455
H 5.06256 2.00131 -0.49663 -0.1 -0.1 0.1 0.499
H 3.93374 1.04266 0.50033 0.0 0.1 0.0 0.402
H 9.91409 0.48563 1.94190 -0.1 0.1 -0.1 0.314
H 9.31186 2.00501 1.20970 0.0 -0.2 0.1 0.332
H 9.60175 1.06137 -1.04978 0.0 0.0 -0.1 0.307
H 11.13664 0.99835 -0.17294 0.1 0.0 0.0 0.383
H 10.16976 -0.47299 -0.36913 0.1 -0.1 0.0 0.284
H 6.57412 -1.20004 1.63130 -0.1 0.0 0.0 0.417
H 4.83920 -0.83024 1.77523 0.2 0.0 0.0 0.322
H 5.11052 -2.81383 0.37883 0.0 0.0 0.0 0.382
H 6.25063 -1.96438 -0.68087 0.0 0.0 0.0 0.463
H -0.07780 -1.06238 -2.77176 0.0 0.0 -0.1 0.314
H -2.49699 -1.05201 -2.36859 -0.1 0.0 -0.1 0.405
H -7.01831 -0.98682 2.68142 0.0 0.1 0.0 0.403
H -5.90175 0.37954 2.49953 -0.2 -0.1 0.0 0.327
H -7.75550 1.45206 1.55828 -0.1 0.0 0.0 0.445
H -8.58704 -0.06788 1.21662 0.0 0.0 0.0 0.432

[4]
40
Properties=species:S:1:pos:R:3:forces:R:3:mulliken_charge:R:1 method="wB97M-V/def2-TZVPD" smiles="COC(=O)c1ccc(NS(=O)(=O)c2cc(C)ccc2OC)cc1" lumo_ev=0.52 charge=0 homo_ha=-0.32591 orbital_gap_ev=9.3849 multiplicity=1
C 4.47893 0.78472 3.55794 0.3 0.3 0.1 -0.652
O 3.22094 0.25293 3.17489 -0.3 -0.2 -0.1 -0.305
C 2.32311 1.14823 2.72524 0.3 0.3 0.0 0.549
O 2.56208 2.33020 2.64942 0.0 -0.1 0.0 -0.620
C 1.04445 0.52594 2.32852 -0.3 -0.1 -0.1 0.229
C 0.01057 1.35331 1.88893 0.3 -0.1 0.1 -0.685
C -1.18482 0.81808 1.46457 0.0 -0.1 0.2 -0.119
C -1.36468 -0.56627 1.45817 0.8 0.5 0.5 0.306
N -2.54702 -1.09654 0.96283 -0.8 0.1 -0.7 -0.365
S -3.15207 -0.42824 -0.46559 0.0 -0.3 0.0 1.246
O -3.79299 0.81642 -0.17770 0.3 0.2 0.1 -0.679
O -3.93130 -1.45822 -1.08324 0.2 -0.2 0.1 -0.730
C -1.66397 -0.10272 -1.40832 -0.6 -0.4 0.3 0.296
C -1.35329 1.17739 -1.81310 0.1 0.1 -0.1 -0.541
C -0.17714 1.42344 -2.51154 -0.2 -0.1 0.0 0.700
C 0.19585 2.81472 -2.91481 0.0 0.0 0.1 -1.532
C 0.65877 0.34678 -2.79242 -0.1 0.0 0.0 -0.734
C 0.34653 -0.93777 -2.38645 -0.2 -0.2 0.2 -0.423
C -0.82277 -1.17347 -1.67185 0.1 -0.1 -0.1 0.193
O -1.13213 -2.41149 -1.16241 0.4 0.3 0.0 -0.284
C -1.60938 -3.35123 -2.11505 -0.2 -0.2 -0.2 -0.895
C -0.34495 -1.39403 1.92851 -0.3 0.0 -0.1 -0.674
C 0.84639 -0.85318 2.36247 0.1 0.3 0.0 -0.791
H 5.07157 -0.05645 3.90837 0.0 0.0 0.0 0.227
H 4.96281 1.26681 2.70557 0.0 0.0 0.1 0.291
H 4.35372 1.52415 4.35169 0.0 -0.1 -0.1 0.288
H 0.17101 2.42061 1.88669 0.0 0.1 0.0 0.495
H -1.99258 1.44861 1.13138 0.0 0.1 0.0 0.740
H -2.56524 -2.10532 0.91422 0.0 0.0 -0.2 0.347
H -2.04289 1.97101 -1.57095 0.0 0.2 0.0 0.457
H -0.69068 3.42466 -3.06433 0.0 0.1 -0.1 0.375
H 0.78662 2.81150 -3.82735 0.0 0.1 -0.1 0.413
H 0.79324 3.27474 -2.12753 0.0 0.1 0.0 0.285
H 1.57826 0.51886 -3.33265 0.1 0.0 -0.1 0.408
H 1.01428 -1.75887 -2.59961 0.1 -0.1 0.0 0.489
H -0.95018 -3.40610 -2.98560 0.0 0.0 0.1 0.343
H -2.62197 -3.08188 -2.42893 0.1 0.0 0.0 0.292
H -1.62543 -4.31284 -1.60582 0.0 0.0 -0.1 0.276
H -0.49255 -2.46374 1.93195 0.0 -0.1 0.0 0.341
H 1.63892 -1.49477 2.71392 0.0 -0.1 0.0 0.442

[5]
88
Properties=species:S:1:pos:R:3:forces:R:3:lowdin_spin:R:1 method="wB97M-V/def2-TZVPD" lumo_ev="0.23 / 0.19" charge=0 homo_ha="-0.16422 / -0.22098" orbital_gap_ev="4.6984 / 6.2040" multiplicity=5
Fe 0.07499 1.13021 0.82006 0.3 0.6 0.5 2.810
C -1.46383 0.83196 -3.56244 -0.4 -0.6 0.0 0.001
C -1.53156 -0.49507 -3.37106 -0.7 0.6 -0.3 0.001
C -0.90670 -1.50751 -4.28015 0.1 -0.3 -0.3 0.000
C 0.48351 -1.12776 -4.87135 -0.3 -0.4 -0.1 0.000
C 1.39057 -0.22010 -4.07550 0.3 0.3 -0.3 0.000
C 1.42609 1.11244 -4.21298 0.5 -0.6 -0.4 0.000
C 0.42405 1.94229 -4.94901 -0.3 0.2 -0.2 0.000
C -1.03566 1.44731 -4.86047 0.2 0.2 -0.3 0.000
C 2.08847 0.38652 2.04172 0.9 0.1 0.3 0.024
H -1.80078 1.54181 -2.80107 -0.2 -0.4 -0.1 0.000
H -2.13170 -0.92854 -2.56252 0.6 0.5 -0.1 0.001
H -1.57978 -1.71019 -5.13438 0.2 -0.1 0.3 0.000
H -0.79252 -2.46070 -3.73715 -0.2 0.3 -0.1 0.000
H 1.03025 -2.07618 -4.98942 -0.1 0.3 -0.1 0.000
H 0.33270 -0.73762 -5.89002 0.2 0.1 0.4 0.000
H 2.14463 -0.75525 -3.48233 -0.2 0.5 -0.2 0.000
H 2.29871 1.68539 -3.90272 -0.4 -0.3 0.4 0.000
H 0.68898 1.99765 -6.01935 0.0 0.1 0.3 0.000
H 0.46299 2.97075 -4.55841 0.1 -0.2 -0.1 0.000
H -1.67610 2.32360 -5.02450 0.0 -0.2 -0.1 0.000
H -1.22453 0.75417 -5.68963 -0.1 0.1 0.2 0.000
H 1.32059 1.15905 2.26842 0.1 -0.2 0.5 0.015
H 3.04966 0.71654 2.46474 -0.4 0.1 0.1 0.003
H 1.81942 -0.56301 2.50446 -0.2 0.2 -0.2 -0.001
P -1.79465 -0.60568 0.64521 3.2 0.6 -0.8 0.068
P 2.38428 0.14951 0.27158 -2.5 -2.1 -1.4 0.015
C -0.39983 -0.37116 -0.49504 -2.6 1.5 -0.3 0.033
C 1.00164 -0.69328 -0.50439 2.6 -0.6 1.2 0.050
C -2.58341 -2.19329 0.69946 -1.2 -1.1 0.2 0.018
C -2.75607 -2.98671 -0.45185 -0.2 0.1 0.4 0.007
C -3.46619 -4.18561 -0.36964 0.1 0.0 0.1 0.001
C -3.96741 -4.63444 0.85780 0.1 0.4 0.0 0.002
C -3.77509 -3.86080 2.00671 0.1 -0.1 -0.1 0.000
C -3.07989 -2.65218 1.93403 -0.1 0.0 -0.4 0.003
C -2.92973 0.72111 0.17837 -0.3 -0.4 0.1 0.007
C -2.35960 1.98864 0.00705 -0.2 0.4 -0.4 0.029
C -3.15417 3.04021 -0.44545 -0.3 0.0 0.1 0.008
C -4.52565 2.84408 -0.65095 0.2 -0.3 0.1 0.003
C -5.10291 1.59567 -0.39689 0.1 0.0 0.1 0.006
C -4.30839 0.52270 0.01955 0.4 0.4 -0.2 0.000
C 3.75882 -1.00808 0.20743 0.5 0.0 0.0 0.007
C 3.51053 -2.32936 0.61583 0.3 0.1 0.2 0.001
C 4.58209 -3.15906 0.94305 0.1 0.2 -0.2 0.001
C 5.89251 -2.68636 0.82192 -0.1 0.2 -0.2 -0.001
C 6.13664 -1.40418 0.31921 -0.1 -0.1 0.0 0.001
C 5.07170 -0.55614 0.01119 -0.2 -0.4 0.3 0.001
C 2.92908 1.81510 -0.23664 0.7 0.5 0.0 0.004
C 3.01024 2.87562 0.68990 -0.3 -0.1 -0.3 0.002
C 3.16586 4.18860 0.24961 0.0 -0.1 -0.2 0.000
C 3.28527 4.45146 -1.11885 0.0 -0.2 0.1 -0.001
C 3.33557 3.39564 -2.03875 0.0 0.0 0.4 0.000
C 3.18652 2.07979 -1.59185 -0.1 0.2 0.1 0.001
H -0.75860 0.09766 -1.42522 -0.1 -0.5 0.8 0.007
H 1.32097 -1.46652 -1.20460 0.6 0.2 0.0 0.013
H -2.34850 -2.64845 -1.40619 -0.1 -0.1 0.3 0.001
H -3.62822 -4.78015 -1.26969 0.1 0.1 0.2 0.000
H -4.52119 -5.57407 0.91263 0.2 0.3 0.0 0.000
H -4.16636 -4.20317 2.96512 0.1 0.1 -0.2 0.000
H -2.92080 -2.03397 2.81789 -0.1 -0.2 -0.1 0.002
H -1.27570 2.21164 0.18723 -1.1 0.1 -0.4 0.015
H -2.71130 4.01838 -0.63638 -0.1 -0.2 0.1 0.000
H -5.13764 3.67046 -1.00966 0.1 -0.2 0.1 0.000
H -6.17438 1.44753 -0.52287 0.2 0.1 0.0 0.000
H -4.73362 -0.46503 0.20083 0.1 0.3 -0.1 0.000
H 2.48333 -2.68508 0.71994 0.3 0.2 0.0 0.001
H 4.38689 -4.16579 1.31034 0.1 0.2 -0.1 0.000
H 6.72767 -3.32136 1.11248 -0.2 0.1 -0.1 0.000
H 7.15677 -1.04863 0.18049 -0.2 -0.1 0.1 0.000
H 5.24421 0.46269 -0.33862 0.0 -0.3 0.1 0.000
H 2.93346 2.67013 1.75761 -0.1 0.2 -0.3 0.000
H 3.17413 4.99516 0.98563 0.0 -0.2 -0.3 0.000
H 3.35764 5.48195 -1.46099 0.0 -0.2 0.0 0.000
H 3.48043 3.60666 -3.10183 0.0 -0.1 0.4 0.000
H 3.25554 1.25184 -2.29939 -0.2 0.2 0.3 0.000
C -1.15301 -0.03165 2.19362 -0.2 0.7 -0.4 0.128
C -1.27358 -0.01941 3.44564 -0.1 -0.6 1.5 0.285
C -1.28498 -0.01405 4.85063 -0.1 -0.1 -0.6 0.056
C -2.41567 0.44468 5.58627 -0.3 0.2 0.5 0.112
C -2.46145 0.34338 6.97770 0.3 0.0 -0.5 -0.004
C -1.37480 -0.20167 7.68300 0.0 0.0 0.1 0.140
C -0.22624 -0.61552 6.98674 -0.3 0.1 -0.6 -0.004
C -0.18565 -0.53017 5.59487 0.3 -0.2 0.4 0.112
H -3.26585 0.85249 5.03589 0.2 -0.1 0.2 0.006
H -3.34257 0.69618 7.52671 0.3 -0.2 -0.3 -0.004
H -1.42736 -0.31208 8.76928 0.1 0.1 -0.4 0.009
H 0.63585 -1.01565 7.52992 -0.3 0.1 -0.2 -0.004
H 0.69041 -0.87798 5.04241 -0.2 0.1 0.2 0.006

In the order shown, the computed energy relative to the best compared isomer or geometry (same formula, charge and spin) values come out to 14.8; 98.1; 1.1; 9.9; 0.0 kcal/mol.
In the order shown, the computed max |F| values come out to 1.77; 1.68; 0.69; 1.07; 3.51 eV/Å.
In the order shown, the computed total energy values come out to -16651.154; -7188.434; -43688.278; -39430.403; -98227.481 eV.